[1]
{
  "formula": "C10H11N3O2",
  "method": "ωB97M-V/def2-TZVPD",
  "elements": ["O", "N", "O", "C", "C", "C", "N", "C", "N", "C", "C", "C", "C", "C", "C", "H", "H", "H", "H", "H", "H", "H", "H", "H", "H", "H"],
  "positions_angstrom": [[0.26717, -3.39283, -0.54691], [-0.24423, -2.39147, -0.03974], [-1.33720, -2.42938, 0.52685], [0.44472, -1.10785, -0.01938], [1.85273, -1.03466, -0.49478], [2.44962, 0.07213, 0.36184], [1.86700, -0.11414, 1.67550], [0.55032, -0.60479, 1.49073], [-0.40864, 0.37174, 1.61686], [-1.15896, 0.78037, 0.51232], [-1.98792, 1.84785, 0.32479], [-2.42489, 2.21974, -0.90833], [-1.89766, 1.47379, -2.05135], [-1.07116, 0.43252, -1.95719], [-0.73947, 0.10947, -0.64685], [1.98940, -0.93252, -1.54146], [2.25356, -2.00328, -0.14918], [3.45129, 0.05066, 0.55048], [2.14078, 1.08748, 0.07666], [2.52024, -0.77282, 2.05643], [0.30652, -1.40204, 2.32108], [-0.46824, 0.84066, 2.53783], [-2.58363, 2.31614, 1.09061], [-2.98922, 3.15468, -0.93510], [-2.21120, 1.67296, -3.08973], [-0.57089, -0.24441, -2.76199]],
  "atomic_forces_ev_per_a": [[0.019, 1.333, 0.179], [-1.233, -2.154, 0.267], [0.965, 0.241, -0.552], [-2.681, 3.446, -0.214], [0.343, -0.961, 0.774], [-2.845, 1.473, -0.309], [1.099, 0.006, 0.371], [-0.450, -3.218, 0.985], [-2.907, 3.046, 1.528], [2.909, -1.660, -0.964], [-2.113, 0.743, 1.157], [1.727, -1.205, -2.503], [-2.959, 3.210, -1.396], [2.691, -3.428, 1.168], [2.732, -2.504, 2.089], [0.054, 0.062, -0.972], [0.413, 0.255, -0.437], [2.934, -0.037, -0.421], [0.262, -0.277, -0.720], [-0.534, -0.694, 1.038], [0.702, 0.838, -1.817], [-0.160, -0.411, -1.256], [0.712, 0.270, 0.900], [-0.175, -0.654, -0.664], [-0.105, 0.564, 0.701], [-1.399, 1.716, 1.070]],
  "spin_multiplicity": 1,
  "e_tot_ha": -702.24001,
  "smiles": "O=[N+]([O-])[C@]12CCN[C@H]1Nc1ccccc12",
  "fmax_ev_per_a": 4.58,
  "orbital_gap_ev": 8.2,
  "e_above_lowest_kj_mol": 494.4,
  "homo_ev": -7.98,
  "e_lumo_ha": 0.0063
}

[2]
{
  "formula": "C25H50BrNO6P2S",
  "method": "ωB97M-V/def2-TZVPD",
  "elements": ["C", "C", "C", "C", "C", "C", "C", "C", "C", "C", "C", "C", "C", "C", "C", "C", "C", "C", "C", "C", "C", "C", "O", "Br", "P", "O", "C", "C", "N", "C", "P", "O", "O", "S", "O", "O", "H", "H", "H", "H", "H", "H", "H", "H", "H", "H", "H", "H", "H", "H", "H", "H", "H", "H", "H", "H", "H", "H", "H", "H", "H", "H", "H", "H", "H", "H", "H", "H", "H", "H", "H", "H", "H", "H", "H", "H", "H", "H", "H", "H", "H", "H", "H", "H", "H", "H"],
  "positions_angstrom": [[10.18042, -3.77009, 0.63532], [9.97883, -2.91011, -0.72970], [8.54460, -2.17551, -0.68431], [8.54508, -0.86429, 0.29671], [7.77315, 0.29222, -0.50862], [7.44042, 1.60406, 0.38631], [5.95543, 1.52597, 1.06536], [4.95795, 2.65957, 0.49998], [3.42824, 2.12088, 0.33828], [2.58532, 3.24988, -0.45420], [0.98423, 3.05660, -0.33581], [0.34045, 3.74132, -1.66097], [-1.22329, 4.15289, -1.45020], [-2.13977, 3.55205, -2.62390], [-3.70499, 3.47614, -2.25099], [-3.91675, 2.38863, -1.04535], [-5.47886, 2.30852, -0.77291], [-6.05962, 1.06282, 0.03348], [-5.12151, -0.19382, 0.26549], [-5.85201, -1.64184, 0.33272], [-7.34829, -1.66067, 0.88846], [-8.16128, -2.87908, 0.16032], [-9.10538, -2.59247, -0.62761], [-7.80687, -4.80356, 0.43521], [-5.99390, -2.16045, -1.52614], [-6.96674, -1.27069, -2.32375], [-4.85965, -2.77176, 0.97372], [-5.17458, -3.18332, 2.48167], [-3.99965, -3.60509, 3.30181], [-3.30137, -2.39102, 0.69198], [-2.16347, -3.94699, 0.66854], [-0.87357, -3.54026, 1.43054], [-2.86145, -1.39436, 1.65117], [-3.95456, -0.08469, 1.70969], [-4.71916, -0.04642, 3.03055], [-3.08476, 1.14701, 1.71120], [9.45052, -4.64751, 0.69578], [10.00471, -3.07015, 1.52789], [11.25016, -4.16870, 0.65607], [10.09195, -3.59418, -1.64351], [10.81730, -2.13485, -0.76820], [7.68457, -2.87820, -0.38396], [8.30449, -1.78272, -1.74618], [9.62878, -0.59346, 0.53706], [7.95852, -1.17167, 1.24140], [8.37033, 0.52375, -1.45740], [6.75954, -0.13165, -0.84714], [8.25883, 1.66993, 1.19576], [7.57393, 2.53079, -0.27518], [6.14210, 1.70538, 2.19180], [5.55886, 0.45702, 0.89726], [4.98949, 3.54222, 1.23646], [5.38309, 3.03164, -0.49593], [3.50672, 1.16986, -0.31209], [3.00914, 1.86432, 1.36948], [2.83414, 3.12132, -1.57841], [2.94071, 4.28907, -0.12080], [0.61858, 3.54786, 0.62862], [0.78968, 1.93318, -0.26736], [0.49004, 3.00647, -2.52597], [0.91727, 4.72451, -1.81710], [-1.49901, 3.79921, -0.39905], [-1.27522, 5.30572, -1.43452], [-1.96715, 4.18917, -3.55891], [-1.80324, 2.46715, -2.86066], [-4.39840, 3.29393, -3.13885], [-3.98500, 4.49447, -1.76969], [-3.41672, 2.87782, -0.13292], [-3.40036, 1.43962, -1.40823], [-5.80014, 3.26932, -0.21154], [-6.01874, 2.37770, -1.79642], [-6.44507, 1.43440, 1.05605], [-6.97922, 0.69301, -0.56813], [-4.43477, -0.26586, -0.66811], [-7.98887, -0.74064, 0.64758], [-7.48407, -1.84733, 2.00522], [-6.18746, -3.57078, -1.68365], [-4.66867, -1.88701, -2.06362], [-5.04207, -3.72427, 0.33176], [-5.89156, -4.09376, 2.46323], [-5.73550, -2.38623, 3.09980], [-3.63952, -2.85420, 3.90473], [-4.34611, -4.38967, 3.88826], [-3.14713, -1.95034, -0.37175], [-2.79399, -4.99561, 1.41764], [-1.82810, -4.33210, -0.68058]],
  "atomic_forces_ev_per_a": [[0.156, 0.543, -0.673], [-0.569, -0.506, 1.023], [0.527, 0.676, -0.510], [-0.874, -1.024, -0.992], [-0.334, 0.014, 0.674], [0.489, -0.523, -0.237], [1.155, 0.448, 0.113], [-0.060, -0.652, 0.508], [1.275, 0.851, -0.731], [-0.127, -1.092, -0.077], [1.080, 0.559, -0.548], [-0.328, 0.262, 1.327], [0.792, -0.175, -0.261], [-0.359, -0.314, 0.206], [0.679, 0.575, 1.458], [-0.239, 1.945, -0.929], [-0.120, 0.438, -0.491], [-0.967, 0.253, 0.774], [0.208, -1.056, -1.768], [0.392, -0.620, -0.133], [-0.937, -1.275, 0.103], [-4.300, 2.907, -2.946], [4.390, -1.634, 3.802], [0.097, 0.824, 0.178], [-1.180, 3.377, -2.054], [1.757, -1.925, 1.762], [0.243, -0.515, -1.004], [-1.157, -0.131, 1.321], [-0.746, -0.638, -0.240], [-1.540, -0.324, -1.135], [3.799, 2.034, 3.793], [-2.619, -1.031, -2.027], [-1.989, 0.559, -0.916], [1.473, 4.735, 5.160], [1.292, -1.749, -4.130], [-1.954, -3.577, -1.465], [0.974, 1.253, -0.122], [0.325, -1.128, -1.209], [-1.467, 0.466, 0.184], [-0.279, 0.982, 1.306], [-1.206, -0.913, -0.070], [1.444, 0.874, -0.452], [0.347, -0.723, 1.603], [-1.570, -0.160, -0.165], [1.090, 0.826, -1.248], [-0.756, -0.144, 1.372], [1.489, 0.482, 0.335], [-1.305, -0.024, -1.134], [-0.433, -1.194, 1.002], [-0.672, -0.514, -1.714], [0.423, 1.696, 0.352], [-0.162, -1.185, -1.176], [-0.855, -0.522, 1.227], [-0.407, 1.356, 1.139], [0.433, 0.366, -1.456], [-0.193, 0.365, 1.784], [-0.709, -1.425, -0.487], [0.333, -0.639, -1.349], [-0.018, 1.520, -0.191], [-0.225, 1.272, 1.039], [-0.658, -1.654, -0.113], [0.038, 0.344, -1.577], [-0.145, -1.796, -0.103], [-0.288, -0.953, 1.209], [-0.364, 1.756, 0.337], [1.085, 0.077, 1.120], [0.249, -1.487, -1.014], [-0.540, -1.419, -1.374], [-0.783, 1.012, 0.858], [0.634, -1.579, -0.883], [0.834, -0.352, 1.660], [0.579, -0.738, -1.505], [1.624, 0.323, 1.078], [-0.812, 0.283, 1.708], [1.248, -1.418, 0.007], [0.713, 0.277, -1.404], [0.175, 0.486, 0.452], [-0.489, -0.688, 0.697], [0.297, 1.334, 1.058], [1.161, 1.558, -0.245], [0.789, -0.835, -1.567], [-0.339, -0.440, -0.490], [0.724, 0.968, -0.386], [-0.466, -0.700, 1.607], [-0.294, 0.339, -1.081], [-0.981, 0.173, 0.449]],
  "spin_multiplicity": 1,
  "e_tot_ha": -5143.37530,
  "smiles": "CCCCCCCCCCCCCCCCCC[C@@H]1[C@@](CC(=O)Br)([PH2]=O)[C@H](CN)[C@H]([PH2]=O)OS1(=O)=O",
  "fmax_ev_per_a": 7.16,
  "orbital_gap_ev": 9.2,
  "homo_ev": -9.85,
  "e_lumo_ha": -0.0250
}

[3]
{
  "formula": "C20H29Br2Cl3F2MgN2O3PS",
  "method": "ωB97M-V/def2-TZVPD",
  "elements": ["C", "C", "C", "C", "C", "C", "O", "C", "O", "N", "C", "S", "C", "C", "C", "C", "C", "N", "P", "C", "C", "C", "C", "H", "H", "H", "H", "H", "H", "H", "H", "H", "H", "H", "H", "H", "H", "H", "H", "H", "H", "H", "H", "H", "Br", "C", "C", "Br", "H", "H", "H", "H", "O", "H", "H", "H", "C", "Cl", "Cl", "Cl", "H", "F", "Mg", "F"],
  "positions_angstrom": [[4.74907, -2.01001, 3.13898], [4.29566, -0.97309, 2.74906], [3.71596, 0.17793, 2.09119], [2.84571, -0.49401, 1.01953], [1.41818, -0.02086, 1.04641], [0.78307, 0.06538, -0.32181], [1.07899, -1.26672, -0.91674], [0.35554, -2.22387, -0.50413], [0.53515, -2.64740, 0.64994], [-0.53931, -2.90467, -1.34292], [-1.51739, -3.32126, -0.73882], [-2.74079, -3.76421, 0.10177], [1.46405, 1.11056, -1.16288], [1.97427, 0.84596, -2.41927], [2.62386, 1.82023, -3.14980], [2.73752, 3.06644, -2.56745], [2.18079, 3.24859, -1.31495], [1.56753, 2.31447, -0.59430], [-1.02131, 0.38716, -0.01791], [-1.96166, 0.48150, -1.57480], [-1.81051, 1.80231, -2.35207], [-1.29449, 1.87365, 0.98009], [-2.79698, 2.08951, 1.15697], [4.98729, -3.03843, 3.20046], [3.13409, 0.76403, 2.79439], [4.45821, 0.84071, 1.65940], [3.30671, -0.40982, 0.04238], [2.82339, -1.52512, 1.34738], [1.25847, 0.93517, 1.53140], [0.84286, -0.74238, 1.61394], [1.86723, -0.14110, -2.83296], [3.04444, 1.60952, -4.11676], [3.24271, 3.86843, -3.07184], [2.24556, 4.22985, -0.87227], [-1.79389, -0.37028, -2.22740], [-3.00509, 0.41845, -1.27653], [-1.95114, 2.61314, -1.64996], [-2.59315, 1.83586, -3.09441], [-0.83030, 1.82527, -2.81232], [-0.84289, 2.77938, 0.59344], [-0.88739, 1.65845, 1.96003], [-3.23446, 2.49039, 0.24780], [-3.30268, 1.16998, 1.43475], [-2.97262, 2.80832, 1.94509], [-5.33235, -5.00929, 1.51348], [-6.44243, -3.67254, 0.62179], [-7.71988, -4.27473, 0.10586], [-7.40872, -5.31262, -1.50568], [-5.84064, -3.23365, -0.16799], [-6.64787, -2.92172, 1.38066], [-8.41537, -3.49022, -0.18085], [-8.19311, -4.93494, 0.82414], [-3.73088, 3.83139, -3.99655], [-4.39207, 4.10997, -3.20709], [-2.97411, 4.43802, -4.01187], [-4.12075, 3.70629, -4.87580], [8.90856, -0.82466, 4.21502], [9.31548, 0.55993, 3.19952], [8.91299, -0.37312, 5.91819], [7.33881, -1.49765, 3.74797], [9.66432, -1.58329, 4.06617], [-3.84165, 4.50733, -1.82157], [-0.10260, -4.27365, 1.37460], [2.58203, -3.02821, 2.42789]],
  "atomic_forces_ev_per_a": [[-0.450, -0.263, -0.450], [1.089, 0.531, 0.616], [-0.014, -0.277, 0.098], [-0.035, 0.420, 0.186], [-0.620, 0.430, 0.236], [0.938, 1.567, 0.773], [-1.187, 0.553, -2.302], [0.965, 0.052, 1.709], [-0.621, -0.673, -0.520], [-0.625, -0.207, 0.107], [0.324, 0.626, -1.170], [0.105, -0.546, 0.355], [0.475, 0.084, -0.332], [-0.160, -0.735, -0.386], [-0.039, 0.261, 0.463], [-0.066, -0.282, -0.208], [0.007, 0.460, 0.253], [-0.090, -0.206, -0.318], [-1.008, -2.809, 0.374], [0.088, 1.374, -0.422], [0.020, -0.959, 0.436], [-0.097, 0.409, -0.043], [-0.005, -0.060, -0.341], [0.161, -0.178, 0.453], [-0.198, 0.127, 0.104], [0.241, 0.071, -0.001], [0.101, 0.076, -0.204], [-0.084, -0.393, -0.644], [0.264, 0.314, 0.010], [-0.156, 0.099, 0.350], [0.001, -0.218, -0.070], [0.042, -0.080, -0.205], [0.082, 0.272, -0.023], [-0.023, 0.137, 0.259], [0.309, -0.301, 0.104], [-0.166, -0.182, 0.286], [0.012, 0.484, -0.184], [-0.052, 0.229, -0.325], [0.171, 0.324, -0.175], [0.276, 0.068, -0.102], [0.397, -0.044, 0.110], [-0.220, 0.053, -0.099], [-0.130, -0.194, 0.015], [0.009, 0.218, 0.167], [-0.102, -0.061, 0.047], [-0.042, 0.084, 0.258], [-0.002, -0.056, -0.300], [0.017, -0.042, 0.050], [-0.026, -0.015, -0.054], [-0.025, -0.014, 0.029], [0.018, 0.055, 0.041], [0.006, 0.014, 0.056], [-0.674, -0.632, -1.431], [1.665, 0.654, 2.361], [-0.138, 0.169, 0.453], [0.084, 0.186, -0.073], [-0.104, -0.164, -0.030], [0.028, 0.012, -0.028], [0.020, -0.001, 0.042], [0.614, 0.341, 0.163], [0.054, 0.011, 0.005], [-0.948, -0.390, -1.332], [1.343, 0.708, 1.094], [-1.818, -1.491, -0.292]],
  "spin_multiplicity": 1,
  "e_tot_ha": -8782.15559,
  "fmax_ev_per_a": 3.01,
  "orbital_gap_ev": 3.8,
  "homo_ev": -9.99,
  "total_charge": 1,
  "e_lumo_ha": -0.2281
}